Here is C55H45HfN6O2P as an isolated structure from OMol25. Energies are from the ωB97M-V functional and the def2-TZVPD basis.

```
110
Properties=species:S:1:pos:R:3:forces:R:3:lowdin_charge:R:1
Hf -0.354 0.000 -0.735 -0.05 0.13 0.06 1.73
C 1.754 -0.723 4.252 -0.99 -0.19 -1.02 0.05
N 0.755 -0.917 3.156 1.37 2.39 0.84 0.01
C 0.508 0.055 2.221 1.46 -0.97 0.68 -0.42
N -0.440 -0.366 1.449 -1.65 -0.68 0.12 -0.05
C -0.918 -1.533 1.994 -1.80 -0.18 -2.10 -0.19
C -0.208 -1.885 3.063 1.22 0.28 0.89 -0.12
C -0.398 -2.795 4.176 1.02 -2.15 1.10 -0.17
C -1.091 -2.358 5.293 -0.71 -1.88 1.53 0.00
C -1.332 -3.270 6.391 1.41 0.44 -2.09 -0.02
C -0.788 -4.562 6.377 -0.72 2.48 -0.91 -0.06
C -0.013 -4.948 5.311 0.44 -0.59 -0.50 -0.07
C 0.238 -4.084 4.247 -1.31 0.48 0.08 0.00
C -2.172 -2.004 1.413 -1.25 -1.45 -0.29 -0.15
C -2.585 -3.377 1.199 1.05 1.32 0.53 0.00
C -3.900 -3.622 0.848 0.91 -0.80 -0.09 -0.05
C -4.753 -2.571 0.508 -2.02 -0.83 0.11 -0.07
C -4.430 -1.272 0.728 2.48 0.18 -0.25 -0.05
C -3.102 -1.004 1.165 -1.43 0.94 0.14 -0.05
P 1.415 1.563 1.805 0.20 0.94 1.08 1.19
C 0.020 2.521 1.089 -0.31 -1.22 0.81 -0.40
N -0.934 1.978 0.289 1.80 0.06 -0.47 -0.01
C -1.597 3.013 -0.239 -0.51 2.40 -0.51 -0.20
C -1.180 4.199 0.368 -0.38 -0.52 0.15 -0.07
N -0.164 3.849 1.235 -0.98 -0.95 -1.42 -0.04
C 0.561 4.689 2.130 0.49 2.04 -0.28 -0.01
C -1.836 5.508 0.287 0.49 0.39 -0.29 -0.19
C -3.206 5.623 0.304 -0.66 -1.55 0.14 -0.03
C -3.793 6.840 0.126 -1.32 0.85 -0.88 -0.07
C -3.083 7.994 -0.158 0.44 -0.23 1.04 -0.05
C -1.696 7.910 -0.103 -0.58 -0.88 -0.94 -0.04
C -1.097 6.649 0.035 -0.20 0.47 0.41 -0.02
C -2.669 2.944 -1.248 -1.69 -0.71 -0.14 -0.20
C -2.727 3.578 -2.535 2.40 -0.34 1.13 -0.03
C -3.798 3.356 -3.365 -1.27 -0.34 0.10 -0.05
C -4.875 2.528 -2.919 0.07 1.21 -1.42 -0.05
C -4.851 2.010 -1.664 0.17 -0.63 0.32 -0.10
C -3.789 2.188 -0.824 1.75 0.79 -0.36 -0.07
C 2.157 1.037 0.254 0.31 -0.47 -0.15 -0.43
N 1.525 1.111 -0.916 -1.16 0.56 0.27 -0.03
C 2.334 0.632 -1.892 -2.20 -0.87 -1.14 -0.16
C 3.451 0.232 -1.276 2.70 -0.76 -1.82 -0.15
N 3.358 0.451 0.034 -0.69 0.80 0.64 -0.01
C 4.361 0.099 0.988 0.47 -0.54 1.26 0.02
C 4.709 -0.193 -1.900 0.48 -1.11 -0.22 -0.16
C 4.920 -1.578 -2.130 2.15 3.13 -0.76 -0.02
C 6.044 -2.020 -2.782 -0.61 -1.25 -0.50 -0.05
C 6.950 -1.091 -3.223 0.82 -1.82 -0.81 -0.09
C 6.792 0.212 -2.961 0.43 3.40 -0.87 -0.07
C 5.662 0.731 -2.315 0.77 -2.52 0.13 0.01
C 1.731 0.373 -3.253 2.54 -0.61 2.07 -0.21
C 1.174 1.427 -3.889 -0.90 1.71 -0.87 -0.07
C 0.831 1.298 -5.221 -1.09 1.21 -1.61 -0.05
C 1.121 0.144 -5.975 0.15 1.63 2.12 -0.03
C 1.762 -0.879 -5.298 -0.43 0.27 0.44 -0.05
C 2.032 -0.793 -3.934 0.66 -1.35 -0.82 -0.01
H 2.263 0.209 4.015 -0.04 0.00 0.49 0.06
H 1.237 -0.761 5.196 -0.07 0.45 0.35 0.09
H 2.453 -1.531 4.255 0.50 -0.55 -0.20 0.09
H -1.544 -1.383 5.344 -0.09 0.28 -0.13 0.12
H -1.907 -2.933 7.209 -0.59 0.29 0.76 0.09
H -1.033 -5.226 7.138 -0.24 -1.06 1.28 0.09
H 0.329 -5.996 5.328 0.18 0.74 -0.35 0.12
H 0.786 -4.482 3.416 0.26 0.15 -0.39 0.08
H -1.826 -4.184 1.288 -0.85 0.56 0.29 0.12
H -4.191 -4.681 0.848 -0.22 0.63 -0.44 0.12
H -5.780 -2.757 0.153 0.65 -0.29 0.22 0.13
H -5.085 -0.465 0.467 -0.31 0.21 0.12 0.10
H -2.916 0.046 1.443 0.33 -0.58 -0.15 0.11
H 0.949 4.073 2.912 0.54 -0.08 0.44 0.06
H 1.330 5.256 1.559 -0.14 -0.64 0.60 0.12
H -0.069 5.485 2.563 -0.10 -0.63 -0.19 0.12
H -3.787 4.691 0.338 -0.03 0.66 0.30 0.13
H -4.861 6.943 0.023 -0.28 -0.39 0.29 0.11
H -3.631 8.926 -0.338 0.48 -0.37 0.00 0.12
H -1.181 8.779 -0.411 1.04 0.64 0.06 0.10
H -0.064 6.429 -0.078 1.02 0.74 -0.12 0.10
H -1.801 4.125 -2.926 -1.55 -0.59 0.72 0.14
H -3.802 3.874 -4.328 -0.20 -0.46 0.22 0.11
H -5.780 2.313 -3.505 0.72 0.34 -0.13 0.12
H -5.596 1.344 -1.315 -1.04 -0.35 0.06 0.10
H -3.799 1.695 0.139 0.14 0.15 0.13 0.10
H 5.384 0.173 0.688 0.44 0.54 -1.14 0.10
H 4.271 0.814 1.780 -0.14 -0.04 0.95 0.09
H 4.334 -0.955 1.303 -0.76 0.38 0.14 0.12
H 4.205 -2.227 -1.886 -2.87 -2.53 1.14 0.07
H 6.146 -3.076 -3.118 -0.07 0.86 0.66 0.13
H 7.743 -1.467 -3.850 0.37 0.28 0.03 0.12
H 7.496 0.944 -3.439 -0.55 -0.76 0.83 0.14
H 5.688 1.735 -2.042 -0.57 1.67 0.14 0.10
H 1.120 2.399 -3.379 -0.27 -0.46 -0.27 0.13
H 0.337 2.176 -5.756 0.81 -1.27 0.82 0.14
H 0.930 0.233 -7.010 -0.13 -0.62 -0.95 0.10
H 2.071 -1.751 -5.802 0.26 -0.93 -0.62 0.10
H 2.601 -1.666 -3.526 -0.72 1.13 0.09 0.13
H -1.571 0.419 -2.032 -0.11 0.08 0.07 -0.06
O 1.008 -1.720 -0.103 -0.52 -0.38 -1.44 -0.08
C 0.221 -2.487 -0.773 -0.38 0.61 -0.44 -0.52
O -0.588 -1.927 -1.638 0.93 -0.10 1.13 -0.15
C 0.118 -3.913 -0.518 -1.67 -0.31 -2.04 -0.18
C 0.894 -4.467 0.429 -0.02 -3.07 1.47 -0.03
C 0.760 -5.869 0.748 1.37 1.85 1.35 -0.04
C -0.158 -6.617 0.056 0.68 -1.15 0.42 -0.08
C -0.893 -6.062 -0.974 -1.66 0.94 -1.16 -0.06
C -0.838 -4.701 -1.261 2.28 -0.45 1.65 0.02
H 1.516 -3.863 1.030 0.83 0.58 0.39 0.10
H 1.407 -6.238 1.625 -1.23 0.22 -1.65 0.14
H -0.268 -7.685 0.275 -0.01 0.45 -0.04 0.12
H -1.626 -6.673 -1.530 0.59 0.27 0.37 0.13
H -1.387 -4.214 -2.014 -0.78 0.27 -0.79 0.11
```
Forces are in eV/Å.

E_LUMO (eV): -5.27
HOMO-LUMO gap (eV): 7.52
Total charge: +2
HOMO level (eV): -12.79
Energy (eV): -81385.501
Maximum force (eV/A): 3.991